DFT (ωB97M-V with the def2-TZVPD basis set) results for 2 unconnected molecules or ions with the total composition C3H7FN2O.

Structure (ORCA input):
```
! wB97M-V def2-TZVPD RIJCOSX def2/J DEFGRID3
* xyz 0 1
C -1.36 0.70 2.14
C -0.93 0.34 0.76
O 0.44 0.18 0.70
N -1.62 -0.10 -0.23
F -2.97 -0.02 -0.08
H -0.49 1.22 2.64
H -1.47 -0.25 2.79
H -2.31 1.03 2.20
H 0.72 -0.26 -0.10
C 2.34 -0.36 -2.16
N 1.34 -0.87 -1.63
H 2.66 0.72 -1.71
H 2.82 -0.77 -3.08
H 0.84 -1.57 -2.23
*
```

Properties
Molar mass ... 106.100 g mol⁻¹
Maximum force ... 0.0846 hartree/bohr
LUMO energy ... 0.91 eV
Orbital gap ... 10.4 eV
ΔE to the lowest compared entry with this formula, charge and spin ... 281.2 kJ/mol
SMILES ... C/C(O)=N\F.C=N
DFT total energy ... -403.0023 Eh